(1)
C19H25ClN2W as an isolated structure in a non-equilibrium geometry. Source: the OMol25 dataset; level of theory: the ωB97M-V functional and the def2-TZVPD basis.

Properties
- DFT total energy (a.u.) = -1375.0786
- <S²> = 2.015
- HOMO energy (alpha / beta) (eV) = -13.25 / -13.85

```
! RIJCOSX wB97M-V def2-TZVPD def2/J DEFGRID3
* xyz 2 3
W -0.325 -0.380 0.300
Cl -0.116 0.056 -2.027
N 0.243 0.752 2.713
N 0.947 2.322 6.586
C -2.062 -1.157 -0.603
C 0.811 -2.086 -0.603
C 1.373 0.688 -5.014
C -0.530 1.894 4.766
C -2.126 -1.672 0.739
C 2.333 -0.877 0.703
C 0.699 -2.559 0.787
C -2.246 0.659 0.858
C 1.707 -1.865 1.532
C 1.769 -1.012 -0.566
C -2.265 -0.588 1.624
C -2.144 0.269 -0.509
C -0.282 -1.258 -5.275
C 1.456 0.684 3.330
C -0.715 1.333 3.487
C -1.160 1.135 -5.112
C 0.747 1.813 5.364
C 1.737 1.163 4.607
C -0.034 0.158 -4.770
H -1.142 1.306 -6.230
H 0.262 2.811 7.060
H -1.275 -1.628 -4.933
H 2.116 -0.037 -4.624
H -1.032 2.089 -4.552
H 2.737 0.985 5.016
H -2.457 -0.666 2.695
H 0.473 -1.959 -4.859
H 0.340 -2.542 -1.457
H -0.231 -1.229 -6.402
H 1.895 2.291 6.967
H -2.303 -2.714 1.013
H -1.391 2.314 5.262
H -2.143 0.713 -4.788
H -2.352 1.652 1.263
H -2.075 -1.765 -1.471
H 1.500 0.843 -6.119
H 1.526 1.632 -4.452
H 2.107 -0.455 -1.479
H 1.939 -2.090 2.574
H -2.060 1.018 -1.334
H 3.118 -0.192 0.994
H 2.253 0.205 2.748
H 0.105 -3.396 1.112
H -1.726 1.341 3.079
*
```

Here are the Mulliken charges for atoms 1 to 6, given in e:
1 W 1.43
2 Cl -0.31
3 N 0.02
4 N -0.44
5 C -0.47
6 C -0.27

(2)
One molecule with the formula C19H25N3O. Source: the OMol25 dataset; level of theory: the ωB97M-V functional and the def2-TZVPD basis.

Properties
- DFT total energy (a.u.) = -978.5640
- HOMO energy (eV) = -7.50

```
! RIJCOSX wB97M-V def2-TZVPD def2/J DEFGRID3
* xyz 0 1
O 0.126 -1.762 -1.000
N -0.330 -0.030 0.397
N -4.525 0.463 -0.094
N -4.642 -1.877 0.031
C -6.052 -2.010 -0.166
C -3.767 -3.022 0.154
C -1.512 2.592 0.064
C 6.838 0.260 1.057
C -2.353 -2.434 0.321
C 4.031 0.664 -0.259
C -4.268 2.810 -0.177
C -2.100 3.827 -0.055
C 1.953 -0.746 0.189
C 2.588 0.360 -0.662
C -3.488 3.936 -0.169
C -3.693 1.531 -0.062
C 0.498 -0.926 -0.206
C -3.965 -0.713 0.013
C -2.565 -0.959 0.176
C -2.281 1.419 0.077
C -1.716 0.102 0.206
C 6.455 -0.116 -0.370
C 4.983 -0.503 -0.514
H -1.489 4.717 -0.065
H -1.658 -2.801 -0.436
H -3.940 4.912 -0.259
H -3.841 -3.651 -0.742
H 6.676 0.721 -1.037
H -6.268 -2.563 -1.086
H -4.067 -3.629 1.016
H 4.373 1.527 -0.835
H 4.765 -1.318 0.178
H -6.471 -1.009 -0.238
H 7.069 -0.961 -0.688
H 6.321 1.162 1.376
H 2.032 -0.496 1.249
H 0.104 0.722 0.914
H 7.908 0.443 1.125
H 4.818 -0.874 -1.529
H 2.466 -1.689 0.006
H 1.998 1.276 -0.565
H -1.928 -2.669 1.299
H 4.056 0.938 0.798
H 2.555 0.058 -1.711
H -6.509 -2.540 0.675
H -5.340 2.868 -0.274
H -0.433 2.535 0.131
H 6.585 -0.545 1.744
*
```

Here are the Mulliken charges for atoms 1 to 6, given in e:
1 O -0.64
2 N -0.21
3 N -0.66
4 N 0.15
5 C -0.99
6 C -0.80

(3)
One molecule with the formula C19H25N3O2S in a non-equilibrium geometry. Source: the OMol25 dataset; level of theory: the ωB97M-V functional and the def2-TZVPD basis.

Properties
- DFT total energy (a.u.) = -1451.9240
- HOMO energy (eV) = -7.65

```
! RIJCOSX wB97M-V def2-TZVPD def2/J DEFGRID3
* xyz 0 1
S -2.089 2.470 -2.398
O -1.118 3.958 2.235
O 1.900 1.157 0.146
N -1.529 3.153 0.154
N -3.346 -0.180 3.039
N -0.133 1.531 -0.790
C -1.238 2.366 -0.954
C -0.979 0.152 2.761
C 0.255 2.097 1.610
C -2.262 0.601 2.966
C 1.528 0.380 3.142
C 3.815 0.570 3.977
C 0.167 1.097 2.759
C 0.964 1.606 -3.059
C -2.721 4.109 -0.013
C 0.307 0.757 -2.020
C 1.786 -0.962 2.849
C 0.745 1.542 0.288
C -2.418 5.295 -0.872
C -4.659 0.436 3.073
C 3.057 -1.522 3.056
C 4.089 -0.751 3.600
C -0.877 3.085 1.383
C 2.537 1.117 3.782
C -3.259 -1.629 2.941
H -3.002 4.390 0.996
H 1.083 2.748 1.920
H -5.409 -0.356 3.076
H -2.775 -1.953 2.008
H -0.002 1.736 3.645
H 0.267 2.344 -3.481
H -3.477 3.488 -0.499
H -4.286 -2.016 2.979
H 4.604 1.186 4.427
H 2.310 2.123 4.158
H 0.972 -0.008 -1.632
H 3.234 -2.566 2.777
H -1.588 5.868 -0.449
H -2.695 -2.050 3.781
H -2.437 1.669 3.168
H -2.187 5.007 -1.907
H -4.770 1.044 3.979
H 0.992 -1.608 2.464
H 1.293 0.946 -3.872
H 5.091 -1.166 3.698
H -4.813 1.092 2.203
H 1.840 2.111 -2.639
H -3.304 5.943 -0.892
H -0.633 0.352 -2.392
H -0.756 -0.909 2.780
*
```

Here are the Mulliken charges for atoms 1 to 6, given in e:
1 S -0.24
2 O -0.65
3 O -0.62
4 N 0.12
5 N 0.07
6 N 0.01

(4)
One molecule with the formula C19H25N3O3S. Source: the OMol25 dataset; level of theory: the ωB97M-V functional and the def2-TZVPD basis.

Properties
- DFT total energy (a.u.) = -1527.2805
- HOMO energy (eV) = -8.49

```
! RIJCOSX wB97M-V def2-TZVPD def2/J DEFGRID3
* xyz 0 1
S 3.384 -2.193 -1.024
O -1.458 -0.888 2.725
O 0.743 -3.500 -0.221
O 0.929 -0.386 -2.979
N -1.198 -0.091 0.610
N -0.760 0.794 -1.492
N -0.313 -2.159 1.256
C 2.697 2.187 -2.095
C -1.006 -1.044 1.613
C -3.449 0.912 0.243
C 2.874 0.440 -0.271
C 1.734 0.751 1.837
C 1.029 -1.264 -2.112
C 1.239 1.963 1.389
C -2.083 1.015 0.938
C 2.547 0.002 1.008
C 2.375 1.663 -0.728
C 0.230 -1.282 -0.909
C -4.299 2.116 0.640
C -4.144 -0.391 0.629
C -0.576 -0.174 -0.597
C 0.274 -2.403 0.005
C 3.782 -0.406 -1.113
C -0.182 -3.178 2.283
C 1.558 2.405 0.118
C 2.094 -2.306 -2.306
H -0.178 0.687 -2.335
H 3.774 2.278 -2.232
H 0.305 -2.752 3.159
H 3.764 -0.124 -2.162
H 1.492 0.396 2.827
H -3.579 -1.251 0.275
H -3.308 0.920 -0.844
H 2.938 -0.947 1.344
H -1.590 1.964 0.705
H 1.697 -3.314 -2.208
H -3.809 3.048 0.365
H 2.312 1.513 -2.861
H -5.263 2.077 0.141
H 2.249 3.166 -2.243
H 1.176 3.356 -0.227
H -1.158 1.679 -1.234
H -4.469 2.120 1.714
H -1.167 -3.545 2.572
H -5.137 -0.434 0.188
H 0.415 -3.987 1.868
H 0.614 2.565 2.033
H -4.238 -0.465 1.709
H 4.808 -0.337 -0.744
H -2.230 0.966 2.020
H 2.561 -2.161 -3.282
*
```

Here are the Mulliken charges for atoms 1 to 6, given in e:
1 S -0.15
2 O -0.63
3 O -0.73
4 O -0.81
5 N 0.97
6 N -0.03

(5)
One molecule with the formula C19H25N3O4S. Source: the OMol25 dataset; level of theory: the ωB97M-V functional and the def2-TZVPD basis.

Properties
- DFT total energy (a.u.) = -1602.4600
- HOMO energy (eV) = -8.41

```
! RIJCOSX wB97M-V def2-TZVPD def2/J DEFGRID3
* xyz 0 1
S 1.852 1.164 0.937
O 3.662 -3.405 0.651
O -2.709 2.867 -4.047
O 0.233 -3.889 1.300
O -4.442 3.548 -2.788
N -0.703 0.824 1.600
N 1.619 -2.607 2.506
N 0.848 -0.165 2.979
C -3.184 2.527 -0.472
C -4.352 2.392 -5.783
C -2.529 2.001 0.618
C 4.440 -2.683 -0.297
C 1.305 -3.316 1.400
C -3.369 3.003 -2.887
C -1.296 1.363 0.462
C 2.729 -1.693 2.679
C 2.303 -3.407 0.253
C -2.628 2.420 -1.746
C 2.210 -0.429 3.388
C -3.346 3.382 -5.214
C 0.614 0.560 1.852
C -1.411 1.764 -1.904
C 2.143 -2.257 -0.754
C -0.088 -1.165 3.466
C -0.751 1.235 -0.814
C 3.506 -2.273 -1.439
C 0.639 -2.522 3.566
H -0.914 -1.268 2.759
H -2.964 2.085 1.605
H 3.521 -3.023 -2.230
H 2.212 -0.547 4.474
H -4.133 3.029 -0.360
H 2.831 0.428 3.125
H 1.988 -1.308 -0.238
H 3.524 -2.165 3.265
H 3.777 -1.308 -1.859
H -0.484 -0.873 4.446
H 5.261 -3.323 -0.634
H -3.846 4.323 -4.959
H 1.312 -2.428 -1.434
H -4.772 2.786 -6.704
H -1.322 0.775 2.399
H 2.076 -4.361 -0.251
H -2.535 3.571 -5.920
H -0.985 1.665 -2.889
H 4.870 -1.803 0.199
H -5.156 2.230 -5.069
H 1.149 -2.632 4.527
H -3.868 1.441 -5.991
H -0.073 -3.337 3.439
H 3.132 -1.412 1.710
H 0.186 0.724 -0.953
*
```

Here are the Mulliken charges for atoms 1 to 6, given in e:
1 S -0.34
2 O -0.50
3 O -0.35
4 O -0.69
5 O -0.63
6 N -0.04

(6)
C19H25N3PdSSi as an isolated structure in a non-equilibrium geometry. Source: the OMol25 dataset; level of theory: the ωB97M-V functional and the def2-TZVPD basis.

Properties
- DFT total energy (a.u.) = -1718.6937
- <S²> = 2.006
- HOMO energy (alpha / beta) (eV) = -5.47 / -7.26

```
! RIJCOSX wB97M-V def2-TZVPD def2/J DEFGRID3
* xyz 0 3
Pd -0.926 -1.365 -0.273
S -0.015 0.410 -2.047
Si -2.718 -2.724 -0.509
N -1.409 1.789 0.142
N -0.282 2.493 -0.370
N 1.759 2.311 -1.370
C -1.066 -4.310 -2.255
C -3.371 -5.022 -1.944
C -5.348 -2.634 0.341
C -5.047 -1.857 -1.945
C -4.496 -2.262 -0.721
C -6.424 -2.007 -2.158
C -0.673 -1.719 1.823
C -3.054 -0.229 -4.702
C 1.153 -1.065 0.541
C -7.252 -2.523 -1.152
C -6.706 -2.827 0.100
C 0.151 -0.600 1.469
C -0.194 -2.860 1.086
C 0.531 1.769 -1.193
C -0.804 -5.501 -2.944
C -2.341 -4.094 -1.714
C -3.116 -6.187 -2.668
C -1.824 -6.432 -3.151
C 0.908 -2.450 0.272
H -8.314 -2.684 -1.344
H -0.296 -3.547 -2.123
H 0.199 -5.702 -3.322
H 1.932 -0.457 0.084
H -4.371 -4.819 -1.554
H -1.883 1.363 -0.668
H -2.852 -1.289 -4.517
H -6.858 -1.748 -3.126
H 2.374 1.932 -2.076
H -1.562 -1.720 2.457
H -4.935 -2.843 1.330
H -0.632 -3.857 1.107
H -2.018 2.481 0.576
H -1.623 -7.356 -3.695
H 0.002 0.422 1.816
H 1.424 -3.097 -0.445
H -4.409 -1.469 -2.740
H -3.953 0.039 -4.139
H 1.995 3.225 -0.997
H -3.208 -0.076 -5.747
H -2.786 -3.479 0.759
H -3.925 -6.901 -2.846
H -2.203 0.352 -4.323
H -7.345 -3.225 0.888
H 0.213 3.005 0.381
*
```

Here are the Mulliken charges for atoms 1 to 6, given in e:
1 Pd -0.39
2 S -0.29
3 Si 1.24
4 N -0.35
5 N -0.18
6 N -0.42